Molecular formula: C6H10N2O5
Method: DFT, ωB97M-V with the def2-TZVPD basis set

Each atom is followed by the atoms it is bonded to, with distances in Å.
Geometry (Å):
1 O 2.0122 -1.5703 -1.8380  C9 1.205
2 N 0.3778 -0.3406 -1.1005  H3 0.992, C7 1.624, C9 1.340
3 H -0.0196 -0.2171 -2.0013  N2 0.992
4 C 2.3054 -0.8522 0.4248  N5 1.494, C9 1.538, H10 1.104, H21 1.078
5 N 1.4643 -0.5604 1.6244  C4 1.494, H19 0.996, H20 0.975
6 H -3.6458 -1.8882 0.6282  O16 0.970
7 C -0.7966 -0.3779 0.0203  N2 1.624, H12 1.119, C22 1.622, C23 1.524
8 C -0.4430 2.1995 -0.1394  O15 1.209, O18 1.376, C22 1.409
9 C 1.5317 -0.9906 -0.8968  O1 1.205, N2 1.340, C4 1.538
10 H 2.8114 -1.8281 0.5298  C4 1.104
11 H -1.7345 1.0476 1.1298  C22 1.022
12 H -0.0669 -0.9092 0.6823  C7 1.119
13 H 0.0639 3.5780 -1.3843  O18 1.001
14 H -2.0953 1.3591 -0.5514  C22 1.104
15 O 0.7227 2.0266 0.1329  C8 1.209
16 O -2.8617 -1.3296 0.7485  H6 0.970, C23 1.363
17 O -2.0955 -1.8448 -1.3031  C23 1.164
18 O -0.7522 3.0312 -1.1912  C8 1.376, H13 1.001
19 H 2.0414 -0.5905 2.4351  N5 0.996
20 H 1.3145 0.4006 1.6844  N5 0.975
21 H 3.1435 -0.1745 0.4380  C4 1.078
22 C -1.3170 1.1478 0.2021  C7 1.622, C8 1.409, H11 1.022, H14 1.104
23 C -1.9606 -1.3163 -0.2746  C7 1.524, O16 1.363, O17 1.164

For the relative energy (zero: lowest compared OMol25 entry of this formula, charge and spin), the calculation gives 90.0 kcal per mole. As for the SMILES: NCC(=O)N[C@@H](CC(=O)O)C(=O)O. The charge is 0.